#one
Formula: C35H46Br2N9NaO5PS
Source: OMol25
Level of theory: the ωB97M-V functional and the def2-TZVPD basis

Geometry as XYZ:
```
100
Properties=species:S:1:pos:R:3:mulliken_charge:R:1
Na -1.08 -0.87 -1.08 1.11
S -3.83 -8.00 -2.95 -0.12
N -4.48 -6.85 -2.01 -0.85
C -3.63 -5.83 -2.01 0.85
C -3.81 -4.58 -1.29 0.09
C -4.90 -4.25 -0.49 -0.65
C -4.92 -3.02 0.13 -1.04
C -3.85 -2.15 -0.07 -0.09
N -2.81 -2.45 -0.84 0.27
C -2.79 -3.64 -1.43 -0.13
C -1.59 -3.90 -2.24 -0.66
N -0.70 -2.88 -2.24 0.37
C 0.39 -3.03 -2.97 -0.18
C 0.67 -4.18 -3.71 -1.01
C -0.23 -5.23 -3.70 -0.82
C -1.40 -5.08 -2.94 0.21
C -2.45 -6.07 -2.81 0.85
N -2.46 -7.26 -3.39 -0.82
H -5.71 -4.96 -0.37 0.49
H -5.75 -2.73 0.77 0.40
H -3.83 -1.18 0.41 0.34
H 1.07 -2.19 -2.96 0.37
H 1.58 -4.24 -4.29 0.41
H -0.06 -6.14 -4.26 0.48
Br -2.46 1.59 0.65 -0.12
C -3.46 2.31 -0.81 -0.70
Br -3.17 1.23 -2.35 -0.06
H -3.13 3.33 -1.00 0.39
H -4.51 2.32 -0.54 0.47
O -1.61 -0.68 -3.75 -0.26
O -1.82 -0.87 -5.04 -0.66
O 0.79 0.36 -1.51 0.02
P 1.08 1.78 -1.84 -2.51
N 0.76 2.78 -0.56 1.19
C 0.57 4.24 -0.53 -0.28
C 0.98 4.64 0.89 -0.98
C 0.72 3.38 1.71 -0.62
C 1.15 2.27 0.77 0.10
N 2.71 1.88 -2.14 0.46
C 3.30 3.10 -2.67 -0.23
C 4.76 2.72 -2.87 -0.76
C 4.66 1.27 -3.36 -0.80
C 3.47 0.69 -2.59 -0.31
N 0.30 2.35 -3.16 1.25
C -0.27 3.67 -3.46 -0.06
C -0.46 3.66 -4.98 -0.78
C -0.59 2.18 -5.32 -0.68
C 0.40 1.53 -4.38 0.05
H -0.47 4.50 -0.73 0.21
H 1.19 4.75 -1.27 0.24
H 0.42 5.51 1.24 0.43
H 2.04 4.89 0.92 0.31
H -0.35 3.29 1.94 0.20
H 1.27 3.36 2.65 0.46
H 0.67 1.31 0.97 -0.60
H 2.24 2.12 0.82 0.34
H 3.17 3.93 -1.98 0.09
H 2.84 3.39 -3.63 0.15
H 5.28 2.77 -1.91 0.32
H 5.28 3.38 -3.57 0.38
H 5.58 0.71 -3.18 0.41
H 4.46 1.26 -4.43 0.29
H 3.79 0.11 -1.72 0.37
H 2.86 0.04 -3.21 0.10
H 0.38 4.49 -3.15 0.17
H -1.23 3.79 -2.95 -0.01
H 0.42 4.09 -5.46 0.31
H -1.33 4.25 -5.28 0.44
H -0.37 1.96 -6.36 0.41
H -1.59 1.80 -5.10 0.18
H 1.42 1.58 -4.78 0.14
H 0.11 0.50 -4.16 -0.21
O 0.74 -1.97 0.26 -0.21
C 2.70 -0.52 7.02 -1.24
C 1.43 0.14 6.47 -0.61
N 0.25 -0.69 6.59 0.27
C -0.36 -0.75 7.91 -0.65
C -1.24 0.46 8.23 -1.07
C -0.56 -1.07 5.51 0.15
O -1.74 -1.36 5.75 -0.66
C -0.02 -1.11 4.17 0.35
C 1.34 -1.45 3.78 0.01
C 1.65 -1.54 2.46 -1.14
C 0.67 -1.27 1.48 0.34
N -0.59 -0.83 1.82 0.32
C -0.90 -0.85 3.11 -0.84
H 3.57 0.11 6.83 0.37
H 2.87 -1.49 6.54 0.30
H 2.62 -0.69 8.09 0.37
H 1.57 0.40 5.42 0.50
H 1.27 1.08 7.01 0.30
H 0.45 -0.83 8.64 0.31
H -0.95 -1.65 7.96 0.38
H -0.67 1.39 8.21 0.28
H -1.68 0.36 9.23 0.37
H -2.04 0.52 7.50 0.29
H 2.10 -1.68 4.52 0.36
H 2.65 -1.82 2.13 0.53
H 1.09 -1.15 -0.13 0.04
H -1.92 -0.56 3.36 0.46
```

Results
Frontier orbital gap (spin up / spin down): 4.49 / 2.28 eV
Net charge: -1

#two
Formula: C35H46Br2N9NaO5PS
Source: OMol25
Level of theory: the ωB97M-V functional and the def2-TZVPD basis

Geometry as XYZ:
```
100
Properties=species:S:1:pos:R:3:mulliken_charge:R:1
Na 0.35 1.12 1.85 2.20
S -0.21 8.39 2.66 0.04
N 1.09 7.46 2.21 -0.76
C 0.68 6.18 2.21 0.68
C 1.47 5.04 1.89 0.09
C 2.82 5.19 1.52 -0.53
C 3.58 4.08 1.21 -1.19
C 2.96 2.86 1.28 -0.13
N 1.66 2.69 1.62 0.39
C 0.85 3.75 1.94 0.01
C -0.55 3.60 2.32 -0.09
N -1.18 2.39 2.39 0.68
C -2.48 2.28 2.74 -0.56
C -3.28 3.35 3.06 -0.99
C -2.71 4.60 3.01 -0.55
C -1.35 4.74 2.65 0.12
C -0.75 6.03 2.60 0.68
N -1.35 7.20 2.87 -0.73
H 3.28 6.18 1.49 0.46
H 4.62 4.16 0.93 0.46
H 3.49 1.94 1.05 0.39
H -2.87 1.26 2.76 0.23
H -4.32 3.21 3.34 0.43
H -3.31 5.48 3.26 0.44
Br 2.26 -0.42 1.17 0.18
C 3.26 -0.72 2.74 -0.81
Br 2.02 0.39 3.62 -0.10
H 4.25 -0.29 2.70 0.55
H 3.21 -1.75 3.08 0.37
O -0.06 1.50 3.79 -0.05
O -0.31 1.74 5.02 -0.77
O -0.97 -0.42 2.08 -0.47
P -1.10 -1.69 1.28 -2.39
N 0.20 -2.64 1.51 0.97
C 0.63 -3.79 0.74 0.10
C 1.46 -4.66 1.67 -1.01
C 1.96 -3.67 2.71 -0.63
C 0.79 -2.73 2.85 -0.20
N -2.40 -2.55 1.76 0.73
C -2.89 -3.77 1.15 -0.30
C -4.13 -4.12 1.96 -0.73
C -4.74 -2.76 2.23 -0.84
C -3.53 -1.84 2.36 -0.18
N -1.29 -1.37 -0.30 1.07
C -1.03 -2.23 -1.44 0.13
C -1.79 -1.63 -2.61 -1.26
C -1.94 -0.18 -2.23 0.26
C -2.12 -0.25 -0.72 -0.52
H 1.26 -3.46 -0.10 -0.15
H -0.19 -4.38 0.33 0.17
H 2.28 -5.17 1.16 0.46
H 0.83 -5.41 2.15 0.35
H 2.84 -3.14 2.33 0.19
H 2.23 -4.16 3.65 0.39
H 1.11 -1.75 3.22 -0.23
H 0.05 -3.14 3.55 0.47
H -2.17 -4.59 1.21 0.07
H -3.17 -3.61 0.11 0.20
H -3.85 -4.60 2.90 0.31
H -4.81 -4.78 1.42 0.39
H -5.37 -2.76 3.12 0.38
H -5.35 -2.45 1.37 0.27
H -3.32 -1.65 3.42 0.41
H -3.73 -0.89 1.87 0.01
H -1.34 -3.26 -1.28 0.87
H 0.05 -2.22 -1.66 -0.85
H -2.78 -2.10 -2.69 0.32
H -1.27 -1.76 -3.56 0.56
H -2.79 0.30 -2.73 0.54
H -1.03 0.37 -2.48 -1.61
H -3.17 -0.44 -0.48 0.54
H -1.82 0.69 -0.25 0.20
O -0.90 1.66 0.53 -0.59
C 1.37 1.13 -6.35 -1.24
C 2.24 0.65 -5.19 -0.55
N 1.86 -0.69 -4.73 0.60
C 2.30 -1.81 -5.57 -0.62
C 3.74 -2.23 -5.29 -1.12
C 1.37 -1.02 -3.46 -0.11
O 1.31 -2.18 -3.06 -0.69
C 0.89 0.02 -2.52 0.59
C 0.08 1.09 -2.88 1.01
C -0.35 1.99 -1.91 -0.85
C 0.02 1.77 -0.59 -0.95
N 0.77 0.72 -0.19 0.81
C 1.19 -0.13 -1.17 -1.19
H 1.62 2.17 -6.61 0.38
H 0.31 1.09 -6.10 0.26
H 1.52 0.52 -7.24 0.38
H 2.19 1.37 -4.37 0.28
H 3.29 0.63 -5.51 0.40
H 2.19 -1.54 -6.63 0.35
H 1.64 -2.67 -5.40 0.32
H 4.44 -1.42 -5.51 0.31
H 4.01 -3.09 -5.90 0.38
H 3.87 -2.50 -4.24 0.25
H -0.25 1.23 -3.91 -0.16
H -0.97 2.84 -2.16 0.55
H -0.29 2.44 0.21 -0.59
H 1.78 -0.98 -0.82 0.65
```

Results
Frontier orbital gap (spin up / spin down): 4.56 / 5.38 eV
Net charge: -1

Energetically preferred structure: #one | next structure: +1327.0 kJ/mol

#one
Formula: C4H8O4
Source: OMol25
Level of theory: the ωB97M-V functional and the def2-TZVPD basis

Geometry as XYZ:
```
16
Properties=species:S:1:pos:R:3:mulliken_charge:R:1
O -1.89 -1.07 1.48 -0.50
C -2.23 -0.96 0.31 -0.19
C -1.30 -1.08 -0.80 -0.35
C 0.17 -0.83 -0.82 -0.29
C 0.62 0.59 -0.95 0.46
O 0.34 1.58 -0.37 -0.52
O 1.52 0.62 -1.98 -0.47
H -3.24 -0.67 0.25 0.48
H -1.52 -2.25 -0.91 0.23
H -1.66 -0.52 -1.67 0.34
H 0.79 -1.40 -1.54 0.28
H 0.49 -1.16 0.25 0.21
H 1.83 1.48 -2.09 0.32
O 2.29 1.76 3.00 -0.67
H 2.18 2.70 3.35 0.32
H 1.61 1.20 2.51 0.34
```

Results
SMILES: O=CCCC(=O)O.O
Frontier orbital gap: 10.67 eV

#two
Formula: C4H8O4
Source: OMol25
Level of theory: the ωB97M-V functional and the def2-TZVPD basis

Geometry as XYZ:
```
16
Properties=species:S:1:pos:R:3:mulliken_charge:R:1
C 0.97 -2.77 -0.44 -1.18
C 0.27 -1.57 0.09 0.76
O 0.81 -0.79 0.85 -0.55
O -0.89 -1.30 -0.52 -0.47
H 0.61 -3.38 -1.21 0.39
H 1.07 -3.46 0.31 0.36
H 2.04 -2.56 -0.68 0.28
H -1.43 -0.63 -0.04 0.45
C 0.03 2.47 -0.62 -0.63
O -0.21 2.51 0.80 -0.28
C -0.90 1.57 1.34 0.26
O -1.68 0.86 0.76 -0.64
H -0.94 2.26 -1.06 0.32
H 0.64 1.67 -0.91 0.26
H 0.51 3.39 -1.02 0.25
H -0.90 1.72 2.36 0.43
```

Results
SMILES: CC(=O)O.COC=O
Frontier orbital gap: 11.16 eV

Energetically preferred structure: #two | next structure: +109.1 kJ/mol

#one
Formula: C4H8O4
Source: OMol25
Level of theory: the ωB97M-V functional and the def2-TZVPD basis

Geometry as XYZ:
```
16
Properties=species:S:1:pos:R:3:mulliken_charge:R:1
C -1.74 1.14 -1.38 -0.71
C -0.67 0.36 -1.40 -0.56
C -0.16 -0.37 -0.18 1.12
O -1.13 -0.55 0.83 -0.61
O 0.38 -1.59 -0.60 -0.60
C 0.88 0.57 0.43 -0.13
O 2.05 0.72 0.00 -0.67
H -2.12 1.58 -2.29 0.30
H -2.31 1.29 -0.48 0.29
H -0.07 0.21 -2.29 0.34
H -1.81 -1.14 0.48 0.39
H 0.95 -1.92 0.12 0.42
H 0.43 1.29 1.14 0.43
O 1.70 -0.85 1.74 -0.73
H 2.43 -0.14 1.34 0.38
H 1.20 -0.63 2.53 0.34
```

Results
SMILES: C=CC(O)(O)C=O.O
Frontier orbital gap: 10.47 eV

#two
Formula: C4H8O4
Source: OMol25
Level of theory: the ωB97M-V functional and the def2-TZVPD basis

Geometry as XYZ:
```
16
Properties=species:S:1:pos:R:3:mulliken_charge:R:1
C -0.37 0.01 1.81 -1.23
C -0.23 -0.96 0.69 0.79
O -0.38 -2.15 0.80 -0.58
C 0.05 -0.39 -0.76 0.99
C -0.75 0.86 -1.09 -1.51
O -0.21 -1.38 -1.69 -0.60
O 1.46 -0.18 -0.84 -0.28
O 1.94 0.83 0.09 -0.36
H -0.38 -0.52 2.76 0.36
H -1.29 0.58 1.69 0.28
H 0.46 0.72 1.80 0.34
H -0.44 1.69 -0.46 0.34
H -0.58 1.11 -2.13 0.43
H -1.81 0.65 -0.95 0.34
H -0.02 -2.24 -1.27 0.39
H 2.54 1.37 -0.46 0.32
```

Results
SMILES: CC(=O)[C@](C)(O)OO
Frontier orbital gap: 10.36 eV

Energetically preferred structure: #one | next structure: +59.6 kJ/mol

#one
Formula: C30H50Cl2N3O7SSiY
Source: OMol25
Level of theory: the ωB97M-V functional and the def2-TZVPD basis

Geometry as XYZ:
```
95
Properties=species:S:1:pos:R:3:mulliken_charge:R:1
C -1.55 -0.68 -5.83 -1.39
C -1.02 -1.85 -5.04 0.30
H -1.73 -0.93 -6.89 0.38
H -0.85 0.17 -5.77 0.09
H -2.50 -0.33 -5.40 0.31
C -0.52 -2.95 -5.62 0.19
C -0.01 -2.96 -7.01 -1.55
H -0.63 -3.94 -5.13 0.34
H 0.65 -2.11 -7.22 0.26
H -0.84 -2.87 -7.73 0.37
H 0.51 -3.91 -7.23 0.40
Y 1.41 1.13 0.76 1.10
Cl 2.59 3.33 1.07 -0.62
C 0.42 -1.93 1.17 -0.02
O 1.35 -1.08 0.98 -1.01
N 0.41 -2.69 2.25 0.59
C 1.56 -2.58 3.14 -0.88
C -0.56 -3.77 2.44 -0.76
H -0.41 -2.07 0.47 0.80
H 1.73 -1.53 3.42 0.21
H 2.46 -3.00 2.65 0.26
H 1.35 -3.17 4.03 0.32
H -1.56 -3.41 2.14 0.26
H -0.55 -4.05 3.50 0.34
H -0.28 -4.68 1.86 0.23
H 0.84 2.53 5.83 0.19
H -1.07 4.92 4.47 0.29
C 1.35 3.16 5.09 -0.78
C -0.09 4.86 3.97 -0.82
N 0.45 3.50 4.00 0.54
H 2.26 2.68 4.70 0.25
C 0.22 2.68 2.99 -0.07
O 0.73 1.51 2.91 -0.57
H -0.18 5.15 2.91 0.29
H -0.41 3.09 2.18 0.38
H 1.61 4.12 5.57 0.34
H 0.60 5.52 4.51 0.36
H 2.12 0.42 -4.41 0.13
H 2.43 -2.64 -4.07 0.28
C 3.11 0.24 -3.95 -0.76
C 3.30 -2.22 -3.55 -1.02
N 3.03 -0.89 -3.01 0.42
H 3.49 1.14 -3.45 0.24
C 2.76 -0.77 -1.70 0.40
O 2.89 0.27 -0.99 -0.88
H 3.58 -2.88 -2.71 0.34
H 2.41 -1.73 -1.26 0.09
H 3.81 -0.05 -4.75 0.38
H 4.13 -2.18 -4.27 0.41
O -0.10 -0.60 -3.51 -0.61
C -0.98 -1.60 -3.52 0.02
C 0.34 -3.39 -2.17 0.67
C -0.87 -2.79 -2.47 -0.37
H 1.26 -2.96 -2.59 0.16
C 0.39 -4.56 -1.37 -0.62
H -2.01 -1.22 -3.29 0.03
C -2.01 -3.26 -1.80 -0.55
H 1.35 -5.05 -1.22 0.37
C -0.78 -5.08 -0.81 -0.62
C -1.98 -4.39 -0.98 -0.57
H -2.96 -2.75 -1.95 0.42
H -0.74 -6.01 -0.22 0.51
H -2.88 -4.76 -0.50 0.43
Si -0.12 3.48 -2.42 0.50
Cl 0.45 1.47 -1.59 0.18
C 1.57 4.22 -2.66 -0.90
C -0.93 4.51 -1.07 -0.99
C -1.17 3.20 -3.90 -0.93
H 2.35 3.46 -2.83 0.12
H 1.85 4.78 -1.76 0.27
H 1.56 4.93 -3.50 0.39
H -0.54 2.88 -4.74 0.23
H -1.66 4.15 -4.21 0.44
H -1.97 2.46 -3.70 0.27
H -1.06 4.02 -0.10 0.10
H -1.88 4.93 -1.41 0.41
H -0.27 5.38 -0.90 0.33
C -1.06 0.80 7.85 -1.74
C -1.51 0.87 6.43 0.66
C -1.14 -0.11 5.50 -0.61
C -1.54 -0.02 4.18 0.04
C -2.34 1.06 3.75 0.44
C -2.73 2.04 4.69 -0.68
C -2.32 1.93 6.00 -0.48
S -2.26 0.22 1.01 0.22
O -2.58 1.36 2.47 -0.65
O -2.14 -1.10 1.64 -0.40
O -0.90 0.73 0.62 -0.09
H -1.77 0.22 8.45 0.42
H -0.07 0.32 7.95 0.35
H -1.01 1.81 8.26 0.38
H -0.51 -0.95 5.82 0.34
H -1.20 -0.76 3.47 0.31
H -3.30 2.88 4.30 0.51
H -2.61 2.68 6.73 0.33
```

Results
Frontier orbital gap: 6.18 eV

#two
Formula: C30H50Cl2N3O7SSiY
Source: OMol25
Level of theory: the ωB97M-V functional and the def2-TZVPD basis

Geometry as XYZ:
```
95
Properties=species:S:1:pos:R:3:mulliken_charge:R:1
C -2.18 3.54 -0.95 -1.39
C -2.19 3.44 0.53 0.37
H -3.14 3.85 -1.35 0.40
H -1.88 2.58 -1.42 0.02
H -1.41 4.28 -1.23 0.31
C -3.22 3.81 1.39 -0.17
C -4.44 4.50 0.97 -1.55
H -3.08 3.60 2.44 0.44
H -4.54 4.62 -0.11 0.36
H -4.46 5.50 1.43 0.32
H -5.32 3.97 1.35 0.30
Y 0.15 0.08 -0.08 0.09
Cl -0.73 0.38 -2.52 -0.68
C 1.27 0.14 2.73 0.85
O 0.54 -0.62 2.04 -1.05
N 1.63 -0.15 3.97 0.67
C 1.15 -1.38 4.56 -1.00
C 2.37 0.80 4.79 -1.12
H 1.63 1.11 2.32 0.45
H 0.66 -1.98 3.78 0.26
H 0.44 -1.16 5.36 0.26
H 2.00 -1.92 4.97 0.33
H 2.60 1.68 4.19 0.29
H 3.30 0.31 5.12 0.35
H 1.77 1.08 5.66 0.38
H 3.54 -4.20 -1.17 0.30
H 4.47 -2.66 -3.10 0.28
C 2.54 -3.92 -1.51 -0.94
C 3.43 -2.44 -3.36 -0.94
N 2.63 -2.62 -2.16 0.53
H 1.86 -3.84 -0.66 0.19
C 1.87 -1.67 -1.65 0.62
O 1.11 -1.90 -0.70 -1.01
H 3.32 -1.40 -3.67 0.30
H 1.92 -0.66 -2.15 0.30
H 2.18 -4.64 -2.23 0.35
H 3.06 -3.13 -4.13 0.31
H -3.85 1.10 -0.56 0.13
H -4.49 1.05 1.91 0.15
C -3.81 0.00 -0.57 -0.75
C -4.53 -0.04 1.80 -0.79
N -3.59 -0.50 0.78 0.29
H -3.01 -0.33 -1.23 0.17
C -2.49 -1.20 1.12 0.08
O -1.59 -1.52 0.32 -0.66
H -4.25 -0.51 2.75 0.31
H -2.40 -1.38 2.21 0.31
H -4.78 -0.36 -0.93 0.42
H -5.54 -0.34 1.52 0.33
O -1.27 1.29 0.82 0.83
C -1.05 2.63 1.11 0.30
C -1.31 1.87 3.51 0.34
C -0.78 2.80 2.61 -0.31
H -1.88 1.01 3.12 0.08
C -1.12 2.05 4.88 -0.61
H -0.13 2.99 0.56 0.40
C 0.01 3.86 3.05 -0.14
H -1.57 1.34 5.58 0.42
C -0.37 3.15 5.33 -0.58
C 0.20 4.05 4.42 -0.77
H 0.42 4.53 2.28 0.46
H -0.22 3.30 6.39 0.40
H 0.79 4.90 4.75 0.39
Si -1.60 -0.06 -7.33 0.50
Cl -3.02 1.48 -7.30 -0.35
C -2.47 -1.60 -6.71 -0.89
C -0.21 0.48 -6.21 -0.47
C -1.04 -0.25 -9.11 -0.94
H -2.84 -1.44 -5.69 0.26
H -1.76 -2.44 -6.70 0.31
H -3.31 -1.86 -7.35 0.27
H -1.88 -0.51 -9.77 0.27
H -0.29 -1.05 -9.18 0.32
H -0.59 0.68 -9.48 0.26
H -0.56 0.63 -5.18 -0.04
H 0.24 1.41 -6.57 0.30
H 0.56 -0.30 -6.19 0.22
C 6.97 -3.82 1.11 -1.61
C 6.16 -2.60 0.80 1.05
C 5.64 -1.86 1.87 -0.68
C 4.87 -0.73 1.64 -0.68
C 4.53 -0.47 0.32 0.18
C 5.10 -1.09 -0.79 -0.72
C 5.92 -2.20 -0.52 -0.72
S 3.22 1.25 0.00 0.32
O 2.88 -0.20 0.53 0.18
O 3.63 2.00 1.20 -0.72
O 1.82 1.73 -0.45 -0.60
H 7.85 -3.58 1.72 0.37
H 6.38 -4.56 1.68 0.33
H 7.32 -4.31 0.19 0.35
H 5.82 -2.17 2.91 0.39
H 4.43 -0.17 2.46 0.50
H 4.94 -0.72 -1.80 0.74
H 6.35 -2.79 -1.35 0.32
```

Results
Frontier orbital gap: 7.57 eV

Energetically preferred structure: #two | next structure: +168.5 kJ/mol

#one
Formula: C2H5N5
Source: OMol25
Level of theory: the ωB97M-V functional and the def2-TZVPD basis

Geometry as XYZ:
```
12
Properties=species:S:1:pos:R:3:mulliken_charge:R:1
N 0.20 -0.58 -1.78 -0.45
C 0.10 0.38 -0.79 0.42
N 0.39 1.64 -1.10 -0.63
C 0.30 2.32 0.07 -0.08
N -0.12 1.57 1.07 -0.83
N -0.18 0.33 0.60 0.97
N -0.53 -0.76 1.34 -0.77
H -0.39 -1.38 -1.67 0.20
H 0.25 -0.23 -2.75 0.27
H 0.45 3.39 0.12 0.41
H 0.10 -1.11 2.10 0.25
H -0.70 -1.56 0.67 0.24
```

Results
SMILES: Nc1ncnn1N
Frontier orbital gap: 8.99 eV

#two
Formula: C2H5N5
Source: OMol25
Level of theory: the ωB97M-V functional and the def2-TZVPD basis

Geometry as XYZ:
```
12
Properties=species:S:1:pos:R:3:mulliken_charge:R:1
N 1.05 1.29 0.05 -0.49
C -0.26 0.66 -0.01 0.45
C -1.61 0.88 0.19 -0.51
N -2.23 -0.29 -0.04 -0.25
N -1.30 -1.37 -0.04 -0.56
N -0.07 -0.65 -0.01 0.60
N 1.17 -1.21 0.10 -0.81
H 1.78 0.44 0.01 0.38
H 1.10 2.29 -0.38 0.24
H -2.14 1.86 0.05 0.31
H 1.51 -1.81 -0.79 0.28
H 1.00 -2.09 0.87 0.36
```

Results
SMILES: Nc1cnnn1N
Frontier orbital gap: 9.01 eV

Energetically preferred structure: #one | next structure: +243.5 kJ/mol

#one
Formula: C4H4OSe
Source: OMol25
Level of theory: the ωB97M-V functional and the def2-TZVPD basis

Geometry as XYZ:
```
10
Properties=species:S:1:pos:R:3:mulliken_charge:R:1
C -0.35 0.06 -0.50 -0.30
C -0.71 -0.41 0.85 -0.08
C -1.22 1.04 -0.84 -0.30
C -1.72 0.43 1.11 -0.11
O -2.13 1.23 0.16 -0.18
Se 3.43 -0.78 0.60 -0.27
H 0.55 -0.24 -1.06 0.30
H -0.28 -1.16 1.53 0.39
H -1.39 1.75 -1.61 0.43
H 3.82 -1.92 -0.24 0.12
```

Results
Frontier orbital gap (spin up / spin down): 2.68 / 2.78 eV

#two
Formula: C4H4OSe
Source: OMol25
Level of theory: the ωB97M-V functional and the def2-TZVPD basis

Geometry as XYZ:
```
10
Properties=species:S:1:pos:R:3:mulliken_charge:R:1
Se -2.74 0.09 0.08 -0.07
C -0.87 0.13 -0.08 -0.20
C 0.08 1.09 -0.15 -0.08
C 1.35 0.44 -0.17 -0.36
C 1.10 -0.89 -0.12 -0.35
O -0.20 -1.17 -0.07 -0.28
H -2.72 -1.03 1.00 0.10
H -0.09 2.15 -0.19 0.44
H 2.30 0.93 -0.21 0.38
H 1.78 -1.73 -0.10 0.42
```

Results
SMILES: [SeH]c1ccco1
Frontier orbital gap: 9.01 eV

Energetically preferred structure: #two | next structure: +622.3 kJ/mol